This record from OMol25 describes a cluster of 3 separate species, C18H47F3N6O8P2S in total. The level of theory is ωB97M-V with the def2-TZVPD basis set.

Positions of all 85 atoms, in Å:
C1 -2.558 0.377 -1.282
C2 -1.134 0.802 -1.708
O1 -0.352 -0.376 -1.828
C3 -1.277 1.606 -2.981
O2 -0.129 1.868 -3.806
O3 1.111 1.717 -3.137
S1 1.625 3.217 -2.613
O4 0.549 3.794 -1.864
O5 2.741 2.625 -1.569
C4 2.298 1.505 -0.789
C5 3.217 1.294 0.420
O6 4.007 0.141 0.334
C6 2.319 1.137 1.649
F1 3.028 0.658 2.691
F2 1.770 2.311 2.016
F3 1.326 0.241 1.423
H1 -3.076 0.029 -2.170
H2 -2.419 -0.504 -0.668
H3 -3.095 1.164 -0.768
H4 -0.791 1.454 -0.909
H5 0.169 -0.427 -1.028
H6 -2.025 1.141 -3.614
H7 -1.693 2.571 -2.697
H8 1.313 1.751 -0.412
H9 2.279 0.588 -1.366
H10 3.872 2.151 0.528
H11 3.634 -0.502 -0.275
O7 4.406 -3.683 -1.334
P1 5.858 -3.844 -0.962
N1 6.443 -4.672 -2.334
C7 7.341 -5.804 -2.372
C8 6.060 -4.187 -3.652
N2 5.649 -4.869 0.428
C9 5.782 -6.307 0.316
C10 4.494 -4.522 1.249
N3 7.427 -3.419 -0.416
C11 8.295 -2.638 -1.303
C12 7.705 -3.177 1.008
H12 8.041 -5.724 -3.210
H13 6.791 -6.745 -2.482
H14 7.962 -5.869 -1.478
H15 6.691 -3.345 -3.970
H16 5.023 -3.855 -3.669
H17 6.156 -4.975 -4.400
H18 5.154 -6.728 -0.482
H19 5.488 -6.781 1.254
H20 6.819 -6.602 0.147
H21 3.556 -4.918 0.843
H22 4.388 -3.439 1.335
H23 4.631 -4.913 2.260
H24 9.213 -3.199 -1.498
H25 8.566 -1.672 -0.877
H26 7.820 -2.439 -2.261
H27 8.031 -4.102 1.484
H28 6.836 -2.802 1.543
H29 8.502 -2.444 1.136
O8 -5.743 2.588 0.064
P2 -6.860 2.853 1.042
N4 -7.041 4.539 0.842
C13 -7.202 5.541 1.871
C14 -7.096 5.074 -0.510
N5 -5.967 2.412 2.466
C15 -5.259 3.429 3.213
C16 -5.193 1.190 2.271
N6 -8.356 2.675 1.855
C17 -9.583 3.107 1.178
C18 -8.584 1.576 2.805
H30 -7.912 6.314 1.560
H31 -6.250 6.031 2.101
H32 -7.608 5.126 2.793
H33 -8.103 4.978 -0.940
H34 -6.399 4.561 -1.171
H35 -6.829 6.131 -0.521
H36 -4.595 4.033 2.578
H37 -4.647 2.963 3.986
H38 -5.948 4.091 3.739
H39 -4.262 1.358 1.716
H40 -5.769 0.436 1.734
H41 -4.939 0.777 3.251
H42 -10.079 3.874 1.779
H43 -10.284 2.286 1.022
H44 -9.376 3.536 0.200
H45 -8.326 1.899 3.813
H46 -7.998 0.692 2.566
H47 -9.631 1.274 2.816

Results
LUMO energy (eV): 0.5
HOMO energy (eV): -8.16
Orbital gap (Eh): 0.3182
Calculated total energy (eV): -82308.853

This record from OMol25 describes a cluster of 4 separate species, C18H47N3O7 in total. The level of theory is ωB97M-V with the def2-TZVPD basis set.

Positions of all 75 atoms, in Å:
C1 1.007 -2.410 -4.629
O1 1.827 -1.387 -4.107
C2 2.210 -1.636 -2.767
C3 3.144 -0.529 -2.345
N1 2.405 0.728 -2.155
C4 3.295 1.809 -1.726
C5 2.613 3.036 -1.172
O2 2.163 3.972 -2.129
C6 1.013 3.594 -2.851
H1 1.510 -3.382 -4.570
H2 0.788 -2.142 -5.659
H3 0.062 -2.477 -4.075
H4 2.725 -2.609 -2.701
H5 1.316 -1.705 -2.133
H6 3.944 -0.465 -3.094
H7 3.585 -0.790 -1.377
H8 2.027 0.971 -3.065
H9 3.976 2.138 -2.526
H10 3.939 1.407 -0.937
H11 3.368 3.572 -0.591
H12 1.820 2.780 -0.459
H13 1.166 2.690 -3.453
H14 0.784 4.409 -3.532
H15 0.161 3.386 -2.192
C7 5.925 3.625 -1.065
O3 5.316 3.302 0.172
C8 4.812 4.427 0.879
C9 4.240 3.940 2.172
N2 3.143 3.009 1.944
C10 2.277 2.825 3.084
C11 1.224 1.777 2.772
O4 0.180 2.250 1.945
C12 -0.794 2.998 2.620
H16 6.871 3.099 -1.147
H17 6.097 4.704 -1.175
H18 5.253 3.383 -1.902
H19 4.035 4.917 0.276
H20 5.617 5.150 1.062
H21 3.857 4.810 2.717
H22 5.045 3.512 2.790
H23 3.526 2.119 1.648
H24 1.821 3.784 3.342
H25 2.804 2.491 4.001
H26 0.828 1.296 3.671
H27 1.722 1.012 2.167
H28 -1.317 2.398 3.372
H29 -1.508 3.366 1.884
H30 -0.368 3.891 3.097
C13 -2.444 -0.884 0.962
O5 -3.496 -1.810 0.828
C14 -3.598 -2.665 1.948
C15 -4.663 -3.679 1.655
N3 -4.147 -4.728 0.792
C16 -4.990 -5.896 0.682
C17 -6.436 -5.694 0.236
O6 -7.235 -5.249 1.291
C18 -8.606 -5.324 1.010
H31 -1.470 -1.374 0.894
H32 -2.500 -0.325 1.910
H33 -2.532 -0.149 0.165
H34 -3.866 -2.069 2.834
H35 -2.636 -3.160 2.133
H36 -5.512 -3.136 1.221
H37 -5.013 -4.136 2.583
H38 -3.975 -4.339 -0.129
H39 -4.988 -6.438 1.638
H40 -4.552 -6.623 -0.009
H41 -6.823 -6.624 -0.204
H42 -6.411 -4.952 -0.587
H43 -8.923 -4.505 0.346
H44 -9.148 -5.218 1.947
H45 -8.862 -6.270 0.522
O7 0.160 0.474 -0.261
H46 0.992 0.458 -0.766
H47 0.220 1.270 0.282

Results
LUMO energy (eV): 0.8
HOMO energy (eV): -8.48
Orbital gap (Eh): 0.3415
Calculated total energy (eV): -38227.111
Energy above the lowest of the compared OMol25 structures with the same formula, charge and spin (kcal per mole): 105.1

This record from OMol25 describes a structure of composition C18H47N5O7Si2. The level of theory is ωB97M-V with the def2-TZVPD basis set.

Positions of all 79 atoms, in Å:
C1 3.724 0.268 0.064
C2 3.195 1.741 0.602
C3 1.718 1.460 1.322
O1 1.035 0.463 0.484
Si1 -0.347 -0.263 1.293
O2 -1.534 0.941 1.888
Si2 -2.456 1.321 0.400
H1 3.527 -0.579 0.882
H2 3.221 -0.023 -0.977
H3 4.891 0.409 -0.137
H4 2.949 2.407 -0.347
H5 3.973 2.240 1.320
H6 1.918 1.128 2.427
H7 1.179 2.514 1.333
H8 -1.084 -1.015 0.245
H9 -0.001 -1.262 2.311
H10 -3.569 0.411 0.167
H11 -1.482 1.111 -0.700
H12 -2.818 2.731 0.456
C4 -7.670 4.106 1.290
C5 -6.327 3.431 1.276
O3 -5.618 3.409 0.271
N1 -5.896 2.830 2.421
C6 -6.569 2.744 3.695
H13 -7.871 4.538 0.305
H14 -8.453 3.378 1.514
H15 -7.676 4.913 2.028
H16 -4.984 2.398 2.330
H17 -5.928 3.209 4.449
H18 -6.699 1.687 3.939
H19 -7.541 3.239 3.687
C7 4.884 -3.283 -0.156
C8 6.262 -2.845 0.254
O4 6.445 -1.985 1.113
N2 7.332 -3.430 -0.355
C9 7.333 -4.449 -1.377
H20 4.138 -2.726 0.419
H21 4.725 -3.077 -1.218
H22 4.752 -4.349 0.050
H23 8.224 -3.081 -0.024
H24 7.883 -5.313 -0.994
H25 7.856 -4.052 -2.251
H26 6.326 -4.755 -1.663
C10 5.434 -0.553 -4.879
C11 5.585 -1.973 -4.411
O5 4.844 -2.462 -3.560
N3 6.579 -2.730 -4.958
C12 7.545 -2.349 -5.960
H27 4.600 -0.082 -4.351
H28 6.344 0.012 -4.660
H29 5.220 -0.532 -5.951
H30 6.614 -3.673 -4.590
H31 7.430 -3.020 -6.815
H32 8.544 -2.481 -5.535
H33 7.422 -1.316 -6.288
C13 -11.432 7.202 1.354
C14 -10.306 6.697 0.496
O6 -9.635 5.716 0.812
N4 -10.034 7.357 -0.665
C15 -10.696 8.518 -1.211
H34 -11.524 6.572 2.243
H35 -11.226 8.226 1.677
H36 -12.374 7.159 0.801
H37 -9.262 6.955 -1.185
H38 -11.089 8.251 -2.196
H39 -9.952 9.309 -1.327
H40 -11.510 8.871 -0.576
C16 2.426 -6.068 1.332
C17 3.769 -6.743 1.317
O7 4.478 -6.766 0.313
N5 4.200 -7.345 2.463
C18 3.526 -7.430 3.737
H41 2.225 -5.637 0.346
H42 1.642 -6.797 1.555
H43 2.420 -5.261 2.069
H44 5.112 -7.776 2.371
H45 4.167 -6.966 4.490
H46 3.397 -8.488 3.981
H47 2.554 -6.935 3.729

Results
LUMO energy (eV): 0.7
HOMO energy (eV): -8.83
Orbital gap (Eh): 0.3518
Calculated total energy (eV): -56968.236